Here is C46H66N5O4Y as an isolated structure at a distorted geometry from the OMol25 dataset. Energies are from ωB97M-V with the def2-TZVPD basis set.

Last column: Mulliken charge in e.
Geometry (Å):
Y1 1.12 -0.69 0.35  0.108
C1 -4.94 3.94 2.12  -1.667
C2 -4.92 2.40 2.14  1.894
C3 -5.82 1.89 1.01  -1.955
C4 -5.48 1.90 3.48  -1.661
C5 -3.48 1.93 1.98  -1.076
C6 -3.06 1.16 0.94  -0.885
C7 -1.70 0.76 0.85  -0.126
N1 -1.13 0.01 -0.11  0.972
C8 -1.64 -0.44 -1.28  -0.939
C9 -2.82 -0.01 -1.93  -0.974
C10 -3.27 -0.65 -3.05  -1.045
C11 -2.51 -1.77 -3.54  0.329
C12 -1.31 -2.19 -3.02  -0.934
C13 -0.82 -1.50 -1.87  1.011
O1 0.30 -1.80 -1.30  -0.396
C14 -0.51 -3.34 -3.65  2.599
C15 0.85 -2.82 -4.15  -1.417
C16 -0.30 -4.47 -2.63  -1.418
C17 -1.24 -3.94 -4.85  -2.314
C18 -4.55 -0.18 -3.74  1.966
C19 -5.73 -0.39 -2.78  -1.349
C20 -4.82 -0.95 -5.04  -2.253
C21 -4.43 1.32 -4.08  -1.598
C22 -0.77 1.10 1.94  0.835
O2 0.41 0.64 1.88  -0.164
C23 -1.22 1.93 3.02  -0.448
C24 -2.52 2.32 2.98  -0.012
C25 -0.26 2.32 4.15  2.284
C26 0.22 1.06 4.89  -1.501
C27 -0.95 3.23 5.18  -2.270
C28 0.94 3.10 3.58  -1.288
H1 -5.97 4.30 2.20  0.468
H2 -4.52 4.32 1.18  0.377
H3 -4.37 4.37 2.95  0.330
H4 -6.84 2.25 1.17  0.548
H5 -5.86 0.80 0.98  0.385
H6 -5.49 2.25 0.03  0.309
H7 -6.51 2.25 3.60  0.447
H8 -4.90 2.26 4.33  0.348
H9 -5.49 0.80 3.51  0.375
H10 -3.78 0.80 0.23  1.143
H11 -3.33 0.87 -1.58  1.210
H12 -2.89 -2.28 -4.41  0.725
H13 1.45 -2.43 -3.33  0.162
H14 0.70 -2.02 -4.89  0.320
H15 1.40 -3.63 -4.63  0.507
H16 0.26 -4.12 -1.76  -0.038
H17 0.27 -5.29 -3.10  0.452
H18 -1.25 -4.88 -2.30  0.377
H19 -1.41 -3.21 -5.65  0.461
H20 -2.21 -4.38 -4.57  0.459
H21 -0.63 -4.74 -5.27  0.440
H22 -5.83 -1.45 -2.52  0.336
H23 -6.66 -0.06 -3.26  0.481
H24 -5.60 0.18 -1.86  0.170
H25 -4.99 -2.01 -4.86  0.392
H26 -4.01 -0.83 -5.76  0.449
H27 -5.73 -0.55 -5.50  0.447
H28 -4.33 1.94 -3.18  0.280
H29 -5.33 1.65 -4.61  0.467
H30 -3.57 1.51 -4.72  0.362
H31 -2.89 2.95 3.79  0.526
H32 -0.63 0.49 5.28  0.328
H33 0.85 1.35 5.74  0.484
H34 0.81 0.42 4.24  0.072
H35 -1.79 2.72 5.67  0.425
H36 -1.32 4.15 4.73  0.412
H37 -0.23 3.50 5.95  0.444
H38 1.52 2.49 2.88  -0.070
H39 1.60 3.40 4.41  0.511
H40 0.61 4.00 3.07  0.332
O3 -0.22 -2.46 1.59  -0.454
H41 -0.83 -3.05 1.15  0.249
H42 -0.46 -2.44 2.52  0.255
N2 2.57 -1.09 2.17  -0.148
C29 3.49 -0.98 2.84  0.292
C30 4.61 -0.82 3.72  0.469
C31 4.94 -1.85 4.60  -0.380
C32 6.02 -1.69 5.45  -0.705
C33 6.76 -0.51 5.42  -0.373
C34 6.43 0.51 4.54  -0.730
C35 5.35 0.36 3.69  -0.404
H43 4.35 -2.76 4.62  0.478
H44 6.28 -2.48 6.14  0.421
H45 7.60 -0.39 6.09  0.419
H46 7.00 1.43 4.53  0.419
H47 5.07 1.16 3.01  0.549
C36 2.60 5.63 -0.02  -1.673
C37 2.34 4.16 -0.18  0.980
C38 3.19 3.20 0.38  -0.844
C39 2.91 1.87 0.20  -0.339
N3 1.84 1.42 -0.47  0.476
C40 1.04 2.34 -1.03  -0.462
C41 1.25 3.69 -0.91  -0.953
H48 3.30 5.83 0.79  0.392
H49 1.68 6.18 0.16  0.415
H50 3.04 6.03 -0.94  0.364
H51 4.06 3.50 0.94  0.473
H52 3.57 1.10 0.61  0.593
H53 0.19 1.96 -1.59  0.525
H54 0.57 4.39 -1.39  0.496
C42 3.78 -0.30 -2.90  -1.015
N4 3.99 -1.71 -2.59  0.308
C43 5.07 -2.36 -3.35  -1.248
C44 3.42 -2.20 -1.47  -0.207
O4 3.00 -1.38 -0.59  -0.266
N5 3.28 -3.52 -1.25  0.368
C45 3.44 -4.58 -2.26  -1.113
C46 2.85 -3.98 0.07  -0.536
H55 3.98 -0.16 -3.96  0.536
H56 4.45 0.35 -2.32  0.369
H57 2.76 -0.01 -2.70  0.098
H58 5.83 -1.60 -3.55  0.452
H59 4.72 -2.75 -4.31  0.339
H60 5.54 -3.15 -2.78  0.376
H61 3.35 -4.18 -3.26  0.279
H62 2.63 -5.30 -2.12  0.381
H63 4.39 -5.10 -2.15  0.373
H64 2.14 -3.29 0.50  0.019
H65 3.70 -4.08 0.76  0.342
H66 2.37 -4.94 -0.04  0.386

Computed properties:
**Charge**: +2
**E**: -2405.29662 a.u.
**Kohn-Sham gap (alpha / beta)**: 5.72 / 5.93 eV
**E_HOMO (alpha / beta)**: -12.285 / -12.399 eV
**ΔE to the lowest compared entry with this formula, charge and spin**: 0.0 kcal per mole

***

Here is a 14-piece molecular cluster, C27H52BCl8N6O29 overall at a distorted geometry from the OMol25 dataset. Energies are from ωB97M-V with the def2-TZVPD basis set.

Last column: Mulliken charge in e.
Geometry (Å):
O1 2.67 -1.73 -0.84  -0.740
C1 1.68 -1.18 -0.44  0.483
O2 1.49 0.10 -0.34  -0.309
B1 0.16 0.40 0.27  1.027
O3 -0.38 -0.94 0.61  -0.129
C2 0.43 -1.89 0.17  0.088
O4 0.29 -3.07 0.27  -0.843
O5 -0.64 1.16 -0.69  -0.099
C3 -1.02 2.30 -0.10  -0.001
O6 -1.62 3.20 -0.57  -0.443
C4 -0.48 2.30 1.34  0.455
O7 0.22 1.19 1.52  -0.239
O8 -0.60 3.20 2.11  -0.539
Cl1 -5.09 6.01 -1.93  -0.238
C5 -3.97 4.60 -1.77  0.039
C6 -4.73 3.44 -1.17  0.282
Cl2 -5.80 2.65 -2.37  -0.202
H1 -3.18 4.87 -1.07  -0.070
H2 -3.51 4.36 -2.72  0.318
H3 -5.36 3.75 -0.34  0.444
H4 -4.13 2.62 -0.77  -0.554
Cl3 1.41 7.13 2.35  -0.198
C7 0.98 5.67 3.25  0.359
C8 1.66 5.63 4.60  -0.321
Cl4 1.18 7.01 5.63  -0.199
H5 1.32 4.85 2.62  -0.185
H6 -0.08 5.55 3.43  0.077
H7 2.75 5.63 4.60  0.414
H8 1.42 4.73 5.15  0.084
Cl5 -0.82 6.79 -2.77  -0.217
C9 0.34 6.09 -1.59  -0.344
C10 0.82 4.77 -2.17  -0.407
Cl6 2.16 4.15 -1.19  -0.185
H9 -0.13 5.97 -0.61  0.160
H10 1.17 6.78 -1.53  0.432
H11 1.25 5.06 -3.13  0.479
H12 0.04 4.03 -2.34  0.126
Cl7 -1.83 4.92 6.20  -0.200
C11 -2.31 3.67 5.04  -0.290
C12 -1.52 2.37 5.19  0.967
Cl8 -2.45 1.27 6.24  -0.228
H13 -2.21 4.13 4.06  0.005
H14 -3.38 3.52 5.15  0.457
H15 -0.54 2.55 5.61  0.282
H16 -1.49 1.91 4.21  -0.976
C13 2.91 0.43 3.16  -0.946
N1 2.02 0.95 4.22  1.123
O9 2.46 1.81 4.96  -0.632
O10 0.89 0.54 4.26  -0.466
H17 3.30 -0.54 3.45  0.331
H18 3.73 1.12 3.01  0.386
H19 2.37 0.33 2.21  0.197
C14 -2.75 -1.06 -0.75  -0.275
N2 -3.56 -0.23 -1.68  1.007
O11 -4.77 -0.34 -1.63  -0.599
O12 -2.97 0.46 -2.47  -0.459
H20 -3.41 -1.36 0.06  0.428
H21 -1.94 -0.40 -0.45  -0.022
H22 -2.32 -1.88 -1.32  0.109
C15 0.80 -4.03 -2.54  -0.641
N3 -0.57 -4.44 -2.96  1.043
O13 -1.49 -4.22 -2.21  -0.501
O14 -0.66 -5.01 -4.04  -0.651
H23 0.73 -3.41 -1.65  -0.139
H24 1.10 -3.39 -3.37  0.330
H25 1.47 -4.87 -2.50  0.450
C16 1.18 -2.86 3.50  -0.196
N4 -0.09 -3.28 4.18  0.874
O15 -0.02 -4.23 4.94  -0.595
O16 -1.11 -2.79 3.73  -0.453
H26 1.36 -3.69 2.81  0.290
H27 1.93 -2.76 4.28  0.389
H28 0.98 -1.90 3.03  -0.328
C17 4.97 0.75 -1.11  -0.358
N5 5.44 1.80 -2.09  0.867
O17 4.56 2.39 -2.68  -0.495
O18 6.63 1.87 -2.30  -0.578
H29 4.43 0.01 -1.69  0.036
H30 4.23 1.20 -0.45  0.101
H31 5.88 0.42 -0.64  0.377
C18 -3.18 -0.43 2.77  -0.392
N6 -4.29 0.51 2.47  1.112
O19 -4.92 0.88 3.44  -0.626
O20 -4.59 0.70 1.31  -0.566
H32 -3.29 -1.27 2.09  0.135
H33 -3.21 -0.75 3.80  0.396
H34 -2.20 0.00 2.56  -0.113
C19 4.61 -3.97 -2.70  -0.231
O21 5.61 -3.21 -3.35  -0.362
C20 5.26 -2.12 -4.01  0.878
O22 4.14 -1.66 -4.11  -0.535
O23 6.35 -1.58 -4.52  -0.384
C21 6.28 -0.30 -5.13  -0.346
H35 4.13 -4.71 -3.34  0.314
H36 3.73 -3.39 -2.38  -0.125
H37 5.08 -4.42 -1.83  0.303
H38 7.23 -0.17 -5.63  0.201
H39 6.11 0.49 -4.40  0.053
H40 5.46 -0.28 -5.85  0.287
C22 1.70 1.00 -3.21  0.675
O24 0.66 0.78 -4.14  -0.519
C23 -0.10 -0.27 -3.94  0.506
O25 0.02 -1.09 -3.05  0.121
O26 -0.97 -0.36 -4.91  -0.432
C24 -1.94 -1.39 -4.82  -0.454
H41 2.17 0.09 -2.85  -0.310
H42 1.28 1.41 -2.29  -0.399
H43 2.41 1.75 -3.56  0.416
H44 -2.83 -1.01 -5.31  0.290
H45 -2.14 -1.75 -3.82  0.025
H46 -1.65 -2.29 -5.37  0.289
C25 -4.12 -8.90 1.12  -0.658
O27 -3.09 -7.96 1.28  -0.353
C26 -3.44 -6.67 1.11  0.706
O28 -4.52 -6.32 0.70  -0.560
O29 -2.43 -5.92 1.39  -0.260
C27 -2.51 -4.51 1.24  -0.358
H47 -3.76 -9.88 1.41  0.236
H48 -4.52 -8.94 0.10  0.282
H49 -4.99 -8.65 1.74  0.301
H50 -1.50 -4.09 1.26  -0.081
H51 -3.07 -4.03 2.04  0.344
H52 -2.86 -4.30 0.23  0.371

Computed properties:
**Charge**: -1
**E**: -7276.72227 a.u.
**Kohn-Sham gap**: 9.42 eV
**E_HOMO**: -8.080 eV